17
Properties=species:S:1:pos:R:3:forces:R:3 method="wB97M-V/def2-TZVPD" orbital_gap_ev=8.8 homo_energy_ha=-0.286 e_above_lowest_kcal_mol=25.8
C -1.42922 -0.70337 -0.35641 0.879 0.707 1.120
C -2.17439 0.35211 0.09816 -0.177 -1.709 -1.313
N -1.34147 1.38816 0.41449 -0.097 0.045 0.898
C -0.03687 0.95301 0.34521 0.587 -0.672 0.150
C -0.03864 -0.32550 -0.17468 -1.104 -0.032 -1.085
C 1.10765 -1.06196 -0.69686 0.160 -0.001 0.861
C 1.05448 -2.21046 -1.36594 0.022 -0.469 0.470
C 1.12138 1.60743 1.02065 0.003 1.292 0.271
H -1.78663 -1.69751 -0.55613 -0.149 0.065 -0.431
H -3.25009 0.30695 0.05215 -0.069 0.887 0.403
H -1.66373 2.12766 1.01522 0.228 0.194 -0.098
H 2.05534 -0.62218 -0.39806 0.194 -0.217 -0.342
H 0.12042 -2.71957 -1.55330 -0.260 0.216 -0.162
H 1.91585 -2.82907 -1.58229 0.243 0.419 -0.173
H 0.95891 1.74159 2.09462 -0.242 -0.355 0.073
H 1.33534 2.63725 0.70863 -0.099 -0.154 -0.406
H 2.05166 1.05547 0.93451 -0.121 -0.217 -0.236